This record from OMol25 describes a molecular structure, C40H35Ge2N6O4Ru. The level of theory is the ωB97M-V functional and the def2-TZVPD basis.

**Gap between HOMO and LUMO (alpha / beta)**: 6.3 / 5.8 eV
**E_HOMO (alpha / beta)**: -13.0 / -14.2 eV
**M**: 910.05 u
**Total charge**: +2
**E_tot**: -174772.5675 eV
**Multiplicity**: 6
**Energy relative to the best compared isomer or geometry (same formula, charge and spin)**: 0.7764 eV

The geometry in XYZ format:
```
88
Properties=species:S:1:pos:R:3:lowdin_spin:R:1
Ru 0.219 -0.889 -1.493 2.613
C -2.995 1.716 -3.119 0.005
C -2.418 2.968 -3.011 0.004
C -1.108 3.074 -2.562 0.008
C -0.440 1.930 -2.182 0.007
N -1.048 0.717 -2.184 0.000
C -2.280 0.612 -2.691 0.008
N 1.707 2.377 -0.839 0.045
C 2.141 1.471 0.064 0.038
N 1.812 0.181 -0.069 0.125
C 2.623 -0.552 0.790 0.008
N 2.792 -1.814 0.845 0.025
C 2.273 -2.768 -0.027 0.013
C 2.866 -4.026 0.065 0.002
C 2.450 -5.063 -0.739 0.019
C 1.414 -4.850 -1.643 0.006
C 0.855 -3.600 -1.690 0.042
N 1.268 -2.569 -0.909 0.036
C 3.377 0.399 1.639 0.004
C 4.284 0.168 2.646 -0.001
C 4.902 1.279 3.216 0.002
C 4.627 2.563 2.761 -0.001
C 3.725 2.789 1.722 0.005
C 3.091 1.684 1.176 0.002
H -3.987 1.583 -3.525 0.000
H -2.960 3.853 -3.317 0.000
H -0.599 4.027 -2.550 0.002
H -2.702 -0.378 -2.745 0.003
H 3.665 -4.144 0.782 0.000
H 2.923 -6.033 -0.664 0.001
H 1.051 -5.629 -2.296 0.000
H 0.041 -3.385 -2.376 0.015
H 4.512 -0.838 2.971 0.000
H 5.618 1.143 4.015 0.000
H 5.130 3.407 3.211 0.000
H 3.560 3.800 1.383 0.002
C -2.716 -0.229 3.468 0.053
Ge -1.069 0.217 2.569 0.222
C 0.486 -0.455 3.495 0.034
C -0.864 2.057 1.990 0.056
Ge -1.495 -1.192 0.304 0.227
C -3.321 -0.736 -0.176 0.025
C -3.885 0.508 0.104 0.006
C -5.175 0.815 -0.308 0.000
C -5.916 -0.117 -1.020 0.003
C -5.368 -1.359 -1.315 0.001
C -4.082 -1.666 -0.894 0.009
C -1.525 -2.860 1.271 0.056
C -2.712 -3.574 1.491 0.033
C -2.692 -4.776 2.180 0.001
C -1.496 -5.272 2.684 0.048
C -0.314 -4.561 2.508 -0.002
C -0.331 -3.368 1.808 0.036
H -2.684 0.293 4.429 0.011
H -2.760 -1.302 3.649 0.000
H -3.599 0.087 2.919 0.000
H 0.858 0.361 4.119 0.006
H 1.291 -0.776 2.840 0.002
H 0.197 -1.290 4.131 0.001
H -0.554 2.625 2.872 0.011
H -1.787 2.485 1.609 0.000
H -0.088 2.148 1.233 0.001
H -3.324 1.258 0.648 0.001
H -5.602 1.781 -0.072 0.000
H -6.922 0.121 -1.340 0.000
H -5.947 -2.091 -1.864 0.000
H -3.676 -2.643 -1.138 0.001
H -3.660 -3.185 1.144 0.001
H -3.612 -5.324 2.334 -0.001
H -1.488 -6.207 3.229 0.003
H 0.611 -4.937 2.923 -0.001
H 0.595 -2.817 1.694 0.001
O 2.287 0.243 -5.011 0.082
C 1.757 0.422 -3.951 0.037
O 1.130 -0.562 -3.276 0.189
C 1.769 1.794 -3.296 0.208
C 2.309 2.896 -3.861 -0.005
C 2.356 4.177 -3.256 0.284
C 2.146 4.502 -1.906 0.008
C 1.956 3.745 -0.785 0.238
C 1.047 1.796 -1.996 0.062
N 2.277 5.971 -1.582 -0.006
O 2.549 6.716 -2.490 -0.009
O 2.094 6.301 -0.428 -0.003
H 2.729 2.791 -4.856 -0.003
H 2.639 5.015 -3.878 0.013
H 1.984 4.209 0.185 0.011
H 1.207 0.764 -1.789 0.013
```

=====

This record from OMol25 describes a molecular structure, C40H35MnN5OS2Si in a non-equilibrium geometry. The level of theory is the ωB97M-V functional and the def2-TZVPD basis.

**Gap between HOMO and LUMO (alpha / beta)**: 6.9 / 6.7 eV
**E_HOMO (alpha / beta)**: -7.5 / -7.4 eV
**M**: 748.91 u
**E_tot**: -112415.7591 eV
**Multiplicity**: 2
**Energy relative to the best compared isomer or geometry (same formula, charge and spin)**: 0.0000 eV

The geometry in XYZ format:
```
85
Properties=species:S:1:pos:R:3:lowdin_spin:R:1
Mn 0.641 0.348 -0.690 1.009
C -0.228 3.601 2.035 0.001
C -0.034 2.826 0.753 0.007
N -0.011 1.508 0.771 -0.001
N -0.235 0.961 2.040 -0.003
C -0.248 -0.303 2.137 0.000
S -0.023 -1.430 0.776 -0.013
S -0.510 -1.127 3.650 -0.001
C -1.153 0.196 4.718 0.000
C -2.594 0.522 4.434 0.000
C -3.594 -0.395 4.749 0.000
C -4.920 -0.118 4.464 0.000
C -5.267 1.084 3.860 0.000
C -4.279 2.005 3.549 0.000
C -2.949 1.723 3.835 0.000
C 0.130 3.589 -0.463 0.001
C -0.180 4.979 -0.427 0.000
C -0.088 5.789 -1.521 0.001
C 0.359 5.237 -2.742 0.000
C 0.680 3.917 -2.818 0.001
C 0.576 3.042 -1.699 0.000
O 0.895 1.810 -1.889 0.007
H -0.168 2.944 2.890 0.000
H -1.209 4.084 2.029 0.001
H 0.521 4.386 2.112 0.000
H -0.507 1.066 4.616 0.000
H -1.031 -0.225 5.716 0.000
H -3.325 -1.340 5.207 0.000
H -5.687 -0.841 4.714 0.000
H -6.304 1.302 3.639 0.000
H -4.542 2.944 3.078 0.000
H -2.178 2.441 3.587 0.000
H -0.525 5.418 0.498 0.000
H -0.348 6.836 -1.448 0.000
H 0.450 5.864 -3.621 0.000
H 1.026 3.468 -3.741 0.000
N 6.495 -7.987 -0.577 0.000
C 5.887 -7.013 -0.628 0.000
C 5.118 -5.793 -0.701 0.000
C 5.500 -4.786 -1.583 0.000
C 4.760 -3.619 -1.657 0.000
C 3.640 -3.445 -0.851 0.000
C 3.267 -4.453 0.034 0.000
C 3.999 -5.624 0.109 0.000
C 2.824 -2.198 -0.904 -0.001
C 3.070 -1.248 0.082 -0.001
C 4.134 -1.281 1.027 0.000
C 4.072 -0.101 1.731 0.000
C 2.964 0.606 1.204 0.002
N 2.364 -0.061 0.232 -0.009
C 1.935 -2.067 -1.974 0.001
C 1.887 -2.867 -3.150 0.015
C 1.116 -2.184 -4.062 0.002
C 0.698 -0.997 -3.414 0.015
N 1.148 -0.940 -2.169 -0.007
H 6.377 -4.925 -2.201 0.000
H 5.055 -2.829 -2.336 0.000
H 2.402 -4.308 0.670 0.000
H 3.712 -6.408 0.797 0.000
H 4.856 -2.075 1.130 0.000
H 4.729 0.236 2.516 0.000
H 2.590 1.569 1.524 0.000
H 2.405 -3.802 -3.293 0.001
H 0.888 -2.466 -5.077 0.000
H 0.104 -0.195 -3.819 0.001
C -3.100 -0.701 0.926 0.000
Si -1.821 -0.931 -0.405 -0.007
C -2.010 -2.544 -1.328 0.001
C -2.114 0.455 -1.636 -0.008
C -2.243 0.170 -3.000 -0.003
C -2.594 1.164 -3.900 0.000
C -2.819 2.460 -3.454 -0.003
C -2.724 2.755 -2.104 0.000
C -2.387 1.756 -1.203 -0.005
H -4.099 -0.684 0.482 0.000
H -2.954 0.258 1.431 0.000
H -3.064 -1.485 1.682 0.000
H -2.989 -2.595 -1.811 0.000
H -1.902 -3.397 -0.659 0.000
H -1.246 -2.621 -2.108 0.000
H -2.072 -0.835 -3.359 0.000
H -2.690 0.927 -4.953 0.000
H -3.077 3.238 -4.162 0.000
H -2.900 3.764 -1.750 0.000
H -2.331 1.996 -0.147 0.000
```

=====

This record from OMol25 describes 6 unconnected molecules or ions with the total composition C40H36F17S in a non-equilibrium geometry. The level of theory is the ωB97M-V functional and the def2-TZVPD basis.

**Gap between HOMO and LUMO**: 6.5 eV
**E_HOMO**: -10.4 eV
**M**: 871.76 u
**Total charge**: +1
**E_tot**: -99087.4388 eV

The geometry in XYZ format:
```
94
Properties=species:S:1:pos:R:3:lowdin_charge:R:1
F -7.852 4.431 2.347 0.233
C -6.604 4.480 2.004 -0.601
F -6.175 5.677 2.360 0.169
F -6.493 4.410 0.705 0.217
C -5.772 3.408 2.787 -0.378
F -5.188 4.047 3.795 0.174
F -6.518 2.494 3.355 0.200
C -4.582 2.776 1.994 -0.354
F -3.924 3.819 1.480 0.166
F -3.758 2.235 2.883 0.174
C -4.990 1.825 0.822 -0.363
F -6.308 1.692 0.813 0.187
F -4.705 2.431 -0.318 0.186
C -4.394 0.381 0.815 -0.372
F -5.277 -0.360 0.142 0.179
F -4.357 -0.168 2.002 0.204
C -3.069 0.162 0.016 -0.385
F -2.733 -1.127 0.218 0.166
F -3.306 0.267 -1.259 0.217
C -1.843 0.969 0.466 -0.379
F -1.937 2.244 0.204 0.212
F -1.712 0.754 1.783 0.154
C -0.488 0.450 -0.168 -0.451
F 0.278 1.530 -0.403 0.113
F -0.679 -0.136 -1.352 0.144
C 0.268 -0.539 0.723 -0.101
C 1.287 0.181 1.642 -0.331
S 2.944 0.282 0.848 1.096
H 0.850 -1.148 0.030 0.110
H -0.377 -1.229 1.257 0.138
H 1.015 1.218 1.836 0.107
H 1.436 -0.325 2.595 0.091
H 3.038 1.409 0.101 0.016
H 3.128 -0.808 0.063 0.019
C 3.929 -0.184 -4.948 -0.104
C 2.745 -0.017 -4.242 -0.116
C 2.263 -1.047 -3.444 -0.113
C 2.970 -2.240 -3.344 -0.104
C 4.156 -2.403 -4.047 -0.084
C 4.633 -1.377 -4.851 -0.080
H 4.303 0.616 -5.574 0.113
H 2.196 0.914 -4.316 0.107
H 1.333 -0.920 -2.900 0.081
H 2.595 -3.043 -2.719 0.099
H 4.708 -3.331 -3.969 0.107
H 5.555 -1.507 -5.403 0.109
C 2.404 -1.456 -9.904 -0.093
C 1.107 -1.228 -10.343 -0.092
C 0.136 -0.800 -9.448 -0.094
C 0.464 -0.592 -8.115 -0.094
C 1.762 -0.817 -7.677 -0.093
C 2.731 -1.253 -8.570 -0.093
H 3.161 -1.793 -10.602 0.102
H 0.853 -1.384 -11.383 0.103
H -0.877 -0.628 -9.789 0.102
H -0.293 -0.254 -7.418 0.098
H 2.018 -0.654 -6.641 0.065
H 3.743 -1.433 -8.227 0.096
C 4.564 -3.791 4.973 -0.083
C 4.566 -2.559 4.335 -0.081
C 3.613 -2.283 3.366 -0.122
C 2.652 -3.233 3.040 -0.106
C 2.649 -4.463 3.681 -0.081
C 3.607 -4.744 4.644 -0.083
H 5.309 -4.011 5.727 0.112
H 5.310 -1.817 4.593 0.108
H 3.618 -1.322 2.864 0.037
H 1.903 -3.015 2.285 0.085
H 1.900 -5.204 3.430 0.110
H 3.610 -5.706 5.140 0.114
C -8.171 9.170 1.765 -0.093
C -6.974 8.706 2.295 -0.093
C -6.090 9.594 2.892 -0.095
C -6.407 10.944 2.968 -0.097
C -7.605 11.406 2.441 -0.096
C -8.486 10.520 1.836 -0.095
H -8.860 8.478 1.296 0.100
H -6.732 7.656 2.242 0.071
H -5.154 9.234 3.300 0.099
H -5.719 11.636 3.438 0.100
H -7.852 12.458 2.502 0.101
H -9.418 10.882 1.421 0.101
C 7.104 -7.665 4.584 -0.091
C 6.258 -6.881 3.811 -0.109
C 5.338 -7.480 2.961 -0.106
C 5.258 -8.864 2.890 -0.094
C 6.101 -9.648 3.665 -0.091
C 7.027 -9.049 4.509 -0.090
H 7.823 -7.198 5.245 0.102
H 6.316 -5.801 3.871 0.087
H 4.683 -6.867 2.353 0.095
H 4.538 -9.332 2.230 0.101
H 6.038 -10.728 3.611 0.103
H 7.687 -9.661 5.109 0.104
```